This record from OMol25 describes a 2-piece molecular cluster, C6H6N2O3S overall at a distorted geometry. The level of theory is ωB97M-V/def2-TZVPD.

```
18
Properties=species:S:1:pos:R:3:forces:R:3
C 0.334476 -1.282984 1.322689 1.387 -1.697 0.077
C 0.829181 0.023739 1.362417 -0.918 -0.277 -1.005
C -0.667253 -1.753224 0.485402 -0.042 3.995 0.125
C 0.313096 0.980860 0.501805 -1.073 -1.667 0.622
C -1.287030 -0.758881 -0.300178 3.119 -0.172 1.648
C -0.737284 0.503254 -0.325431 0.485 0.990 1.566
N 0.081224 3.706394 -3.397387 -0.210 1.421 0.667
N -2.501606 1.936703 -1.013859 0.054 -1.109 1.017
O -1.208738 1.454450 -1.170466 0.842 0.046 -1.422
O -2.706281 2.871303 -1.731965 -1.574 1.425 -0.953
O -0.147076 4.222036 -0.883357 0.035 0.483 -0.902
S -0.677909 4.346149 -2.241288 0.485 -0.764 0.120
H 0.949658 -2.048050 1.812367 -0.514 0.337 0.422
H 1.602101 0.259035 2.046575 0.670 0.191 0.502
H -1.079024 -2.701241 0.484394 -0.238 -1.937 0.073
H 0.607780 2.014530 0.595190 -0.105 0.106 -0.564
H -1.927593 -1.036946 -1.028018 -2.507 -0.589 -2.065
H 1.070272 3.588558 -3.181804 0.103 -0.782 0.072
```
Forces are in eV/Å.

Kohn-Sham gap (spin up / spin down) ... 0.2876 / 0.2516 hartree
Energy above the lowest of the compared OMol25 structures with the same formula, charge and spin ... 14.4 kcal/mol
LUMO energy (spin up / spin down) ... -0.3 / -2.7 eV
E_tot ... -965.41029 a.u.
E_HOMO (spin up / spin down) ... -8.1481 / -9.5260 eV
Multiplicity ... 3
Strongest force on any atom ... 4.0 eV Å⁻¹

=====

This record from OMol25 describes a 2-piece molecular cluster, C3H7NO2S overall at a distorted geometry. The level of theory is ωB97M-V/def2-TZVPD.

```
14
Properties=species:S:1:pos:R:3:forces:R:3
C 1.638537 -1.982115 0.078263 0.414 -4.295 -1.011
C 0.225047 -0.013796 -0.219646 -1.616 -0.914 2.308
C 1.601082 1.950644 0.316839 0.261 1.702 -1.432
H 1.728140 -2.624937 -1.083202 0.214 2.124 3.543
H 0.617293 -2.598768 0.513739 3.053 2.445 -0.687
H 2.833538 -2.278181 0.853403 -4.110 1.244 -2.583
H 2.279022 2.313266 -0.684047 -1.351 -1.644 3.219
H 1.235776 2.986289 0.716919 0.420 -2.189 -0.474
H 2.107049 1.289059 1.224687 -1.444 1.641 -2.971
H -2.339768 1.316857 -0.537463 0.336 -2.633 1.301
N -0.896742 -0.664620 0.121701 7.637 0.984 -2.000
O 1.501983 -0.576489 -0.188872 -1.511 -1.093 0.473
O 0.328743 1.352262 -0.363717 1.539 -1.150 1.383
S -2.351104 -0.105363 0.094502 -3.840 3.777 -1.068
```
Forces are in eV/Å.

Kohn-Sham gap ... 0.3121 hartree
Energy above the lowest of the compared OMol25 structures with the same formula, charge and spin ... 157.3 kcal/mol
LUMO energy ... 0.7 eV
E_tot ... -721.71202 a.u.
E_HOMO ... -7.8126 eV
Multiplicity ... 1
Strongest force on any atom ... 8.0 eV Å⁻¹

=====

This record from OMol25 describes an isolated ion of composition C4H7O4 and charge +1 at a distorted geometry. The level of theory is ωB97M-V/def2-TZVPD.

```
15
Properties=species:S:1:pos:R:3:forces:R:3
C 1.411010 0.556843 1.005955 0.361 -1.544 2.463
C 2.157161 1.546727 0.233071 0.623 0.781 2.380
C -2.304847 -0.322953 -1.387211 0.248 0.759 3.084
C -0.338369 -1.045015 0.238508 -3.554 1.386 -3.312
O 0.373058 -0.038632 0.009723 0.642 1.308 -0.033
O 1.475824 0.147774 2.119694 -0.634 0.775 -2.508
O 0.042154 -1.976586 0.953653 -0.799 -3.583 2.892
O -1.503950 -1.183973 -0.361768 0.700 -0.690 -0.270
H 2.200813 1.192442 -0.778439 0.542 0.381 -0.482
H 1.586689 2.490392 0.373301 0.363 -0.351 -0.565
H 3.106420 1.665116 0.871424 -1.041 -0.084 -1.627
H -1.811678 -0.119242 -2.336080 0.182 -0.548 0.272
H -2.398063 0.577735 -0.741879 -0.277 -0.186 -1.144
H -3.271585 -0.857735 -1.384087 0.824 0.211 -0.415
H -0.724638 -2.632894 1.184136 1.819 1.384 -0.734
```
Forces are in eV/Å.

Net charge ... +1
Kohn-Sham gap ... 0.4572 hartree
Energy above the lowest of the compared OMol25 structures with the same formula, charge and spin ... 0.6 kcal/mol
LUMO energy ... -3.7 eV
E_tot ... -457.28159 a.u.
E_HOMO ... -16.1222 eV
Multiplicity ... 1
Strongest force on any atom ... 5.1 eV Å⁻¹

=====

This record from OMol25 describes one molecule with the formula CH3IN2O at a distorted geometry. The level of theory is ωB97M-V/def2-TZVPD.

```
8
Properties=species:S:1:pos:R:3:forces:R:3
O -1.143015 0.101817 1.551433 0.699 -0.318 0.100
C -1.190049 0.028673 0.357687 -1.271 1.156 -1.526
N -0.159128 -0.064373 -0.568126 1.068 0.164 1.996
N 1.187196 -0.347667 -0.264486 0.119 -0.517 0.975
I 2.593732 1.242520 -0.081744 -0.773 -0.184 -0.155
H -2.176509 0.209197 -0.223323 1.129 -0.607 0.646
H -0.395631 -0.408938 -1.461882 -0.325 -0.143 -1.017
H 1.283405 -0.761229 0.690442 -0.647 0.449 -1.018
```
Forces are in eV/Å.

Kohn-Sham gap ... 0.3179 hartree
Energy above the lowest of the compared OMol25 structures with the same formula, charge and spin ... 15.5 kcal/mol
LUMO energy ... -0.7 eV
Structure (SMILES) ... O=CNNI
E_tot ... -522.29216 a.u.
E_HOMO ... -9.3031 eV
Multiplicity ... 1
Strongest force on any atom ... 2.3 eV Å⁻¹

=====

This record from OMol25 describes a 2-piece molecular cluster, C2H7N3O overall at a distorted geometry. The level of theory is ωB97M-V/def2-TZVPD.

```
13
Properties=species:S:1:pos:R:3:forces:R:3
C -1.759062 1.128603 0.355734 -1.907 -1.057 0.000
N -1.132779 -0.183196 0.598260 0.698 1.270 -0.324
N -1.633164 -1.013286 -0.166340 -1.925 -1.475 -1.785
O -2.699222 -0.913784 -0.896101 1.951 0.142 0.950
H -2.867102 0.957377 0.483939 0.881 0.582 0.258
H -1.387903 1.951358 0.970903 0.216 -0.564 -0.176
H -1.726773 1.283244 -0.733844 0.354 0.395 0.298
H -1.147611 -1.926197 -0.314046 -0.270 0.688 0.797
C 2.989830 -0.507580 0.230400 0.155 -0.377 -1.306
N 2.318224 0.480786 -0.189769 0.880 0.586 1.372
H 3.233151 -0.667153 1.282530 -0.707 0.089 0.066
H 3.405041 -1.288909 -0.447666 0.105 0.564 0.275
H 2.407371 0.698733 -1.174003 -0.433 -0.840 -0.424
```
Forces are in eV/Å.

Kohn-Sham gap ... 0.3916 hartree
Energy above the lowest of the compared OMol25 structures with the same formula, charge and spin ... 116.3 kcal/mol
LUMO energy ... 0.8 eV
Structure (SMILES) ... C/N=[NH+]\[O-].C=N
E_tot ... -319.76447 a.u.
E_HOMO ... -9.8356 eV
Multiplicity ... 1
Strongest force on any atom ... 3.0 eV Å⁻¹

=====

This record from OMol25 describes one molecule with the formula C4H4ClNOS at a distorted geometry. The level of theory is ωB97M-V/def2-TZVPD.

```
12
Properties=species:S:1:pos:R:3:forces:R:3
C 0.619103 1.196986 -0.006635 1.917 0.564 1.506
C -0.532087 0.614382 0.009496 -1.307 0.724 -1.404
C 1.802530 0.271596 0.024076 1.494 2.702 -1.460
C -1.783318 -0.019081 -0.179149 -0.507 1.895 0.102
N 0.551511 -1.746890 -0.078744 -0.906 1.295 -0.524
O 1.706629 -1.039032 0.031334 0.189 -2.309 1.068
S 3.344240 0.880303 -0.126975 -1.143 -0.445 0.397
Cl -3.287700 1.170542 -0.128958 0.610 -0.185 0.022
H 0.978757 2.302526 0.206636 -1.235 -2.161 -0.693
H -1.956108 -0.599246 0.659913 -0.590 -1.342 1.628
H -2.026913 -0.574667 -1.054242 0.604 -0.228 -0.806
H 0.583351 -2.457420 0.643247 0.872 -0.512 0.164
```
Forces are in eV/Å.

Kohn-Sham gap (spin up / spin down) ... 0.2896 / 0.2526 hartree
Energy above the lowest of the compared OMol25 structures with the same formula, charge and spin ... 49.2 kcal/mol
LUMO energy (spin up / spin down) ... -0.6 / -2.3 eV
E_tot ... -1142.93779 a.u.
E_HOMO (spin up / spin down) ... -8.4556 / -9.1407 eV
Multiplicity ... 3
Strongest force on any atom ... 3.4 eV Å⁻¹

=====

This record from OMol25 describes a 7-piece molecular cluster, C42H39I2NO13P2 overall. The level of theory is ωB97M-V/def2-TZVPD.

```
99
Properties=species:S:1:pos:R:3:forces:R:3
C 3.655955 -2.595976 1.611582 0.337 0.336 -0.053
C 3.883799 -1.107150 1.930368 -0.272 -0.462 -0.106
I 6.000817 -0.838054 2.161521 0.139 0.305 0.037
C 3.311231 -0.155654 0.893429 0.159 0.112 -0.230
I 1.204009 -0.642699 0.797839 -0.102 0.238 -0.007
P 3.552023 1.664786 1.313747 -0.309 -0.015 0.600
C 2.468052 2.696067 0.226716 0.167 -0.045 0.007
C 1.058670 2.968657 0.755083 0.001 0.062 -0.099
C -0.062888 2.843435 -0.284524 -0.177 -0.242 0.361
O 0.249816 1.968375 -1.356747 -0.234 -0.225 -0.305
P 5.450411 2.213929 0.301096 0.723 -0.021 0.642
N 6.587994 2.734608 1.253987 -0.132 -0.145 -0.459
H 4.515938 -3.177726 1.905833 0.101 -0.219 0.222
H 3.543805 -2.739279 0.543838 -0.155 -0.057 -0.253
H 2.787794 -2.971654 2.133169 -0.299 -0.091 -0.013
H 3.444213 -0.872420 2.889940 0.172 0.170 0.321
H 3.692107 -0.416587 -0.086952 0.004 -0.057 -0.274
H 3.011474 3.635349 0.259781 0.140 0.185 -0.115
H 2.474750 2.368484 -0.806106 -0.131 -0.191 -0.197
H 0.843303 2.353038 1.620736 -0.079 -0.244 0.079
H 1.034286 3.994503 1.109024 -0.017 0.193 0.203
H -0.314332 3.818266 -0.691709 0.150 0.202 -0.253
H -0.956636 2.491484 0.226971 -0.150 -0.039 0.018
H -0.310744 1.183702 -1.293473 0.193 0.189 0.130
H 5.789534 1.105046 -0.496872 -0.219 -0.007 -0.294
H 5.026048 3.190500 -0.614170 -0.245 -0.062 -0.159
H 7.399184 2.131842 1.169552 0.090 0.111 0.267
O -0.090993 -0.720639 -5.856486 -0.070 -0.105 -0.107
C -0.428259 0.442831 -5.771323 0.032 0.044 0.071
C -1.125938 1.132741 -6.886196 0.008 0.005 -0.003
C -1.496829 2.405773 -6.780842 0.007 -0.028 0.010
C -1.231930 3.186905 -5.541974 0.002 -0.057 -0.003
O -1.577656 4.343849 -5.446200 -0.007 0.018 -0.014
C -0.534250 2.491677 -4.430940 -0.010 0.122 -0.002
C -0.159838 1.221768 -4.541093 0.020 -0.031 0.025
H -1.310297 0.543579 -7.775645 0.014 -0.020 0.007
H -2.006463 2.931366 -7.578283 -0.002 0.026 0.015
H -0.345419 3.064436 -3.532553 -0.011 -0.008 0.004
H 0.353456 0.700726 -3.742684 0.018 -0.001 -0.013
O -6.126167 -0.805491 4.229740 -0.093 -0.003 -0.046
C -5.241168 -0.585324 3.431963 0.073 0.012 0.059
C -5.357646 0.508627 2.434238 0.004 -0.006 -0.006
C -4.384513 0.748686 1.561041 -0.010 0.001 0.010
C -3.143599 -0.065293 1.552154 -0.020 -0.026 0.032
O -2.255046 0.156854 0.756565 0.132 0.038 -0.107
C -3.025095 -1.155541 2.550417 -0.012 -0.003 -0.004
C -3.997707 -1.396250 3.423958 0.008 -0.006 -0.006
H -6.271614 1.087777 2.462043 -0.013 -0.016 0.023
H -4.445505 1.537819 0.822573 0.026 -0.007 -0.014
H -2.108066 -1.730560 2.526157 0.018 0.021 -0.018
H -3.933163 -2.179306 4.167909 -0.024 0.023 0.024
O -3.274234 -2.877017 -2.900759 -0.006 0.016 0.025
C -2.576066 -3.691823 -3.463895 -0.016 -0.024 -0.038
C -1.797669 -3.334683 -4.677277 -0.018 0.056 0.071
C -1.025431 -4.227387 -5.287221 0.006 -0.020 -0.034
C -0.905978 -5.616458 -4.780323 0.013 0.034 0.006
O -0.174884 -6.420692 -5.319701 0.002 -0.024 -0.012
C -1.695569 -5.980896 -3.576598 -0.012 0.008 0.009
C -2.468851 -5.088159 -2.965607 0.028 -0.002 0.000
H -1.879724 -2.312345 -5.021306 0.000 -0.003 0.007
H -0.443743 -3.980907 -6.167006 0.002 -0.001 0.001
H -1.594194 -7.000674 -3.227956 0.012 -0.012 -0.030
H -3.047596 -5.326834 -2.082471 -0.014 0.027 0.001
O -3.944532 -0.665786 6.910213 0.030 -0.008 -0.033
C -4.723284 -1.143229 7.708935 -0.023 -0.021 -0.010
C -6.187692 -1.125915 7.464419 -0.030 0.026 0.007
C -7.036533 -1.660801 8.337867 0.044 0.003 0.019
C -6.557378 -2.291023 9.593692 -0.014 -0.001 -0.004
O -7.329196 -2.778536 10.390249 -0.005 -0.007 0.013
C -5.091357 -2.303619 9.839102 0.012 0.003 -0.017
C -4.241562 -1.773204 8.964958 -0.003 0.004 0.010
H -6.512104 -0.669341 6.539093 0.035 -0.013 -0.012
H -8.107364 -1.664965 8.179920 -0.007 -0.011 0.024
H -4.764973 -2.767616 10.761042 -0.031 -0.009 0.011
H -3.170155 -1.773007 9.120530 0.005 0.019 -0.024
O 3.919072 -3.107898 -3.852668 0.004 0.013 0.029
C 3.900176 -3.743615 -4.884984 -0.010 -0.001 -0.004
C 5.113242 -3.868576 -5.733189 0.000 -0.004 -0.017
C 5.093783 -4.567053 -6.864325 -0.002 0.006 0.022
C 3.858142 -5.251991 -7.326768 -0.016 0.019 -0.004
O 3.844183 -5.887173 -8.358305 0.006 -0.004 -0.017
C 2.644210 -5.127379 -6.479422 0.035 0.011 0.007
C 2.667753 -4.428266 -5.348021 0.010 -0.005 -0.025
H 6.000916 -3.362367 -5.375900 -0.013 0.013 0.025
H 5.964563 -4.672359 -7.498805 -0.016 -0.021 -0.021
H 1.755112 -5.638955 -6.825299 0.010 -0.036 0.014
H 1.799146 -4.324295 -4.710866 0.014 0.014 0.026
O 0.506513 8.689433 4.830695 -0.011 0.012 0.005
C 1.149221 7.944867 4.123911 0.000 -0.003 0.007
C 1.574504 8.354733 2.760009 0.007 -0.023 -0.006
C 2.276773 7.536680 1.981815 0.004 0.002 0.000
C 2.664256 6.180556 2.445490 0.007 -0.012 0.085
O 3.300502 5.429172 1.738896 0.011 -0.001 -0.119
C 2.242431 5.769921 3.808326 -0.013 0.007 0.021
C 1.539876 6.588208 4.586305 0.004 -0.008 -0.018
H 1.279655 9.347642 2.445644 -0.016 0.008 0.028
H 2.597808 7.811947 0.985248 0.019 -0.024 -0.003
H 2.540608 4.776826 4.120782 0.025 -0.006 -0.036
H 1.220721 6.312977 5.583334 -0.014 0.028 0.006
```
Forces are in eV/Å.

Kohn-Sham gap ... 0.2321 hartree
LUMO energy ... -1.8 eV
Structure (SMILES) ... C[C@@H](I)[C@@H](I)P(CCCO)[PH2]=N.O=C1C=CC(=O)C=C1.O=C1C=CC(=O)C=C1.O=C1C=CC(=O)C=C1.O=C1C=CC(=O)C=C1.O=C1C=CC(=O)C=C1.O=C1C=CC(=O)C=C1
E_tot ... -3934.54748 a.u.
E_HOMO ... -8.1159 eV
Multiplicity ... 1
Strongest force on any atom ... 1.0 eV Å⁻¹

=====

This record from OMol25 describes an isolated ion of composition C4H11N2O and charge +1 at a distorted geometry. The level of theory is ωB97M-V/def2-TZVPD.

```
18
Properties=species:S:1:pos:R:3:forces:R:3
C -0.492883 -0.611481 1.339314 0.074 0.823 1.944
C 0.148353 -0.426008 -0.037105 0.181 2.129 1.061
C -0.782954 -0.709386 -1.148777 -1.366 0.176 -1.827
O 1.263513 -1.204287 -0.154261 1.431 -1.570 -0.244
C 0.672765 1.061700 -0.195315 -2.988 -1.244 2.474
N -0.320095 1.975474 -0.020183 2.096 -1.207 -0.811
N 1.960207 1.206666 -0.247574 -1.629 -0.972 -0.152
H -0.967078 -1.618472 1.458196 0.741 0.717 -0.168
H 0.252956 -0.377302 2.225675 -1.374 -0.746 -1.886
H -1.334326 0.103194 1.468392 0.373 -0.490 0.007
H -1.821382 -0.209200 -1.056673 1.710 -1.126 -0.158
H -0.784251 -1.809082 -1.126163 -1.054 0.212 -0.302
H -0.318411 -0.451053 -2.144931 -0.566 -0.062 0.994
H 1.013191 -2.113887 -0.410448 0.370 0.598 0.226
H -1.131464 1.783243 0.552550 0.072 -0.517 -0.491
H -0.006761 2.894621 0.059602 0.290 1.921 0.035
H 2.439761 0.346145 -0.097436 0.636 -0.837 -0.385
H 2.475146 1.982879 -0.496645 1.003 2.196 -0.316
```
Forces are in eV/Å.

Net charge ... +1
Kohn-Sham gap ... 0.4232 hartree
Energy above the lowest of the compared OMol25 structures with the same formula, charge and spin ... 29.9 kcal/mol
LUMO energy ... -3.7 eV
Structure (SMILES) ... CC(C)(O)C(N)=[NH2+]
E_tot ... -343.51654 a.u.
E_HOMO ... -15.2306 eV
Multiplicity ... 1
Strongest force on any atom ... 4.1 eV Å⁻¹